Record 1
A molecular structure, C58H109F2N15O10S2, computed with ωB97M-V with the def2-TZVPD basis set.

2S+1 ... 1
Net charge ... +6

Structure (XYZ):
```
196
Properties=species:S:1:pos:R:3:lowdin_charge:R:1
C -0.793 0.708 -0.868 -0.0248
C -1.087 -0.531 -0.372 -0.2464
C -0.020 -1.350 0.374 -0.2520
O -0.327 -2.456 1.014 -0.1593
C 1.259 -1.018 0.450 -0.1048
C 1.674 0.271 -0.065 -0.2916
C 0.561 1.207 -0.763 -0.1704
O 0.890 2.360 -1.069 -0.0855
O 2.847 0.674 0.020 0.0694
O -2.344 -0.829 -0.490 -0.2268
H -1.496 1.321 -1.413 0.0394
H 1.942 -1.652 0.996 0.0295
C -0.318 1.560 2.277 -0.0165
C -1.778 1.260 1.915 -0.0983
N -2.183 0.133 2.688 -0.1024
C -2.634 0.089 4.014 0.0254
C -3.060 -1.147 4.329 -0.0258
N -2.832 -1.942 3.250 -0.0699
C -2.299 -1.115 2.250 -0.1301
C -3.023 -3.404 3.177 0.0647
H 0.105 2.361 1.670 0.0681
H 0.426 0.792 2.066 0.0748
H -0.277 1.899 3.312 0.1030
H -1.964 0.968 0.881 0.0899
H -2.455 2.088 2.122 0.1154
H -2.653 0.940 4.679 0.1611
H -3.306 -1.576 5.289 0.1643
H -1.862 -1.435 1.316 0.1345
H -2.467 -3.840 2.347 0.0963
H -4.073 -3.661 3.318 0.1173
H -2.601 -3.826 4.089 0.1021
C 1.477 -3.341 -3.382 -0.0590
C 1.242 -3.094 -1.904 -0.2621
N 2.519 -2.884 -1.157 0.0734
C 3.315 -3.874 -0.510 0.0446
C 4.463 -3.294 -0.069 0.0030
N 4.381 -1.956 -0.311 -0.0215
C 3.134 -1.691 -0.813 -0.0154
C 5.324 -0.867 0.049 0.0657
H 1.889 -2.449 -3.853 0.1295
H 0.595 -3.595 -3.970 0.0991
H 2.332 -3.998 -3.543 0.1411
H 0.703 -3.899 -1.404 0.1090
H 0.678 -2.173 -1.759 -0.0403
H 2.973 -4.898 -0.551 0.1238
H 5.348 -3.717 0.384 0.1551
H 2.744 -0.733 -1.123 0.1401
H 4.855 0.021 -0.374 0.1189
H 6.305 -1.032 -0.395 0.1448
H 5.287 -0.689 1.124 0.0174
C -4.560 -0.428 1.769 -0.0130
C -4.961 -0.103 0.320 -0.0835
N -4.776 -1.337 -0.496 0.0392
C -3.724 -1.714 -1.343 -0.1553
C -3.937 -2.956 -1.956 0.0254
N -5.174 -3.355 -1.493 -0.0880
C -5.594 -2.402 -0.635 0.0058
C -5.806 -4.582 -1.908 0.0403
H -3.487 -0.265 1.861 0.0009
H -4.672 -1.482 2.025 0.1015
H -5.088 0.255 2.434 0.1244
H -4.443 0.796 -0.013 0.1058
H -6.004 0.182 0.185 0.1423
H -2.935 -1.004 -1.542 -0.0405
H -3.427 -3.529 -2.716 0.1312
H -6.585 -2.552 -0.233 0.1784
H -6.434 -4.896 -1.075 0.1164
H -5.009 -5.314 -2.042 0.1107
H -6.404 -4.395 -2.800 0.1235
C 0.474 -5.917 0.599 -0.0275
C -0.513 -5.918 -0.568 -0.1387
N -0.762 -4.684 -1.236 -0.0873
C -1.157 -3.565 -0.585 0.0145
C -1.540 -2.594 -1.579 -0.1043
N -1.234 -3.165 -2.791 -0.1016
C -0.739 -4.440 -2.558 -0.0143
C -1.507 -2.569 -4.104 0.0533
H 0.222 -6.686 1.329 0.1038
H 0.630 -4.958 1.091 0.0600
H 1.418 -6.172 0.117 0.0679
H -1.521 -6.200 -0.262 0.1430
H -0.249 -6.726 -1.250 0.1513
H -1.235 -3.485 0.489 0.0952
H -1.947 -1.594 -1.556 0.0374
H -0.551 -5.237 -3.262 0.1934
H -0.561 -2.424 -4.625 0.1046
H -1.931 -1.567 -4.037 0.0979
H -2.112 -3.245 -4.708 0.1340
C 1.295 3.530 3.279 -0.0898
C 0.572 4.788 2.639 -0.0999
N -0.531 4.327 1.948 -0.0226
C -1.831 4.477 2.348 0.0751
C -2.689 3.821 1.394 -0.0039
N -1.862 3.294 0.431 -0.0051
C -0.565 3.589 0.760 -0.0671
C -2.259 2.444 -0.689 -0.0960
H 0.615 3.011 3.954 0.0985
H 2.129 3.794 3.930 0.1218
H 1.581 2.710 2.619 -0.0779
H 1.285 5.316 2.006 0.0311
H 0.298 5.372 3.517 0.1580
H -2.076 5.011 3.255 0.1553
H -3.752 3.664 1.502 0.1457
H 0.231 3.427 0.049 0.0543
H -2.311 1.417 -0.327 0.0453
H -1.541 2.501 -1.508 0.0769
H -3.254 2.794 -0.963 0.1530
C -0.285 -1.927 5.513 0.0687
C 0.100 -1.734 4.098 -0.2848
O -0.695 -1.238 3.361 0.0732
N 1.536 -2.112 3.686 0.1913
H 2.129 -1.676 4.377 0.1532
H 1.656 -3.111 3.776 0.1911
C 1.904 -1.580 2.284 -0.0807
H -0.447 -3.002 5.595 0.1259
H -1.181 -1.375 5.798 0.0940
H 0.540 -1.580 6.136 0.1137
H 1.234 -2.160 1.650 0.0879
H 2.948 -1.865 2.155 0.1346
H 1.814 -0.494 2.320 0.1085
C -3.291 0.619 -2.099 -0.0100
C -3.443 1.874 -2.967 -0.2794
O -2.634 2.794 -2.964 0.0602
N -4.530 1.846 -3.977 0.1449
H -4.276 1.086 -4.592 0.1797
H -5.409 1.529 -3.593 0.1888
C -4.649 3.210 -4.717 0.0802
H -2.923 1.033 -1.160 0.0185
H -2.550 -0.015 -2.585 0.1091
H -4.278 0.190 -1.923 0.1147
H -3.705 3.598 -5.100 0.0480
H -5.007 3.906 -3.958 0.1265
H -5.390 3.332 -5.506 0.1325
C 7.236 -1.284 5.222 -0.0594
C 6.624 -0.548 4.003 -0.2139
C 5.405 0.223 4.538 -0.1121
N 4.683 1.118 3.487 -0.1921
C 5.542 2.396 3.195 0.1066
C 3.313 1.535 4.003 -0.0197
C 2.549 1.831 2.696 -0.1591
C 3.211 1.041 1.518 -0.1595
C 4.270 0.269 2.249 -0.0780
H 7.630 -0.533 5.906 0.0967
H 8.131 -1.762 4.824 0.0957
H 6.604 -2.020 5.719 0.0899
H 6.556 -1.278 3.196 0.1104
H 7.218 0.318 3.710 0.1110
H 5.632 0.817 5.423 0.1546
H 4.705 -0.559 4.830 0.1132
H 5.673 2.916 4.144 0.1329
H 5.115 2.951 2.360 0.1139
H 6.451 2.104 2.669 0.1125
H 3.398 2.384 4.681 0.1514
H 2.942 0.668 4.550 0.1267
H 2.496 2.899 2.485 0.0967
H 1.533 1.458 2.823 0.0736
H 3.633 1.713 0.771 0.1977
H 2.505 0.439 0.946 -0.0549
H 5.175 0.182 1.647 0.0733
H 3.949 -0.724 2.564 0.1135
C 0.613 -1.486 -2.675 -0.2277
C 0.863 -0.103 -3.331 -0.0793
C -0.314 0.360 -4.143 -0.1070
N -0.135 1.830 -4.568 -0.1705
C 1.101 1.993 -5.477 0.0962
C 0.022 2.877 -3.446 -0.1507
C -0.754 4.131 -3.899 -0.1059
C -1.575 3.686 -5.116 -0.1253
C -1.462 2.200 -5.272 -0.0856
H -0.292 -1.525 -2.067 0.0974
H 1.374 -1.801 -1.961 0.0445
H 0.611 -2.324 -3.372 -0.0058
H 1.678 -0.262 -4.036 0.1325
H 1.063 0.655 -2.573 0.1020
H -1.087 0.430 -3.377 0.0919
H -0.519 -0.193 -5.060 0.1413
H 0.761 1.345 -6.285 0.1150
H 2.051 1.761 -4.996 0.1187
H 1.081 3.040 -5.780 0.1262
H 1.047 3.231 -3.335 -0.0808
H -0.483 2.622 -2.514 0.0543
H -0.074 4.943 -4.157 0.1455
H -1.313 4.476 -3.030 0.1008
H -1.112 4.156 -5.983 0.1439
H -2.567 4.137 -5.100 0.0880
H -1.470 1.947 -6.332 0.1507
H -2.352 1.754 -4.828 0.0843
N 1.411 4.386 -0.142 -0.2388
S 1.851 5.831 -0.164 0.5391
O 0.905 6.830 0.286 -0.2046
O 3.062 6.186 -0.907 -0.1921
F 2.504 5.659 1.370 -0.2385
S 0.681 4.596 -1.645 0.7662
O 1.250 4.118 -2.844 -0.1257
O -0.300 5.680 -1.767 -0.1697
F -0.382 3.392 -1.472 -0.4607
```

Record 2
7 unconnected molecules or ions with the total composition C58H125N7O7, computed with ωB97M-V with the def2-TZVPD basis set.

2S+1 ... 1
SMILES ... CC1(C)CCCC(C)(C)N1O.CC1(C)CCCC(C)(C)N1O.CC1(C)CCCC(C)(C)N1O.CC1(C)CCCC(C)(C)N1O.CC1(C)CCCC(C)(C)N1O.CC1(C)CCCC(C)(C)N1O.COC[C@H](C)N
Energy relative to the best compared isomer or geometry (same formula, charge and spin) ... 0.0 kcal per mole

Structure (XYZ):
```
197
Properties=species:S:1:pos:R:3:lowdin_charge:R:1
C -7.166 1.366 -6.659 -0.0555
C -6.236 0.432 -5.907 -0.5059
C -5.056 1.324 -5.479 -0.1440
C -4.131 0.675 -4.441 -0.1877
C -4.966 0.165 -3.272 -0.1386
C -6.072 -0.812 -3.696 -0.5112
N -6.842 -0.248 -4.787 -0.1177
O -7.997 -0.986 -5.103 0.0003
C -5.417 -2.150 -3.995 -0.0271
C -7.037 -1.001 -2.484 -0.0214
C -5.654 -0.585 -6.931 -0.0323
H -7.965 0.907 -7.250 0.0840
H -6.641 1.972 -7.402 0.0865
H -7.641 2.118 -6.022 0.0879
H -4.358 1.489 -6.306 0.1204
H -5.340 2.332 -5.169 0.1194
H -3.411 1.456 -4.187 0.1103
H -3.557 -0.130 -4.908 0.1016
H -5.390 1.089 -2.858 0.1273
H -4.283 -0.195 -2.501 0.0856
H -4.581 -2.108 -4.693 0.0675
H -4.966 -2.552 -3.084 0.0803
H -6.160 -2.832 -4.413 0.0915
H -7.551 -0.092 -2.170 0.0834
H -7.837 -1.671 -2.790 0.0748
H -6.407 -1.361 -1.672 0.0769
H -6.383 -1.291 -7.335 0.0833
H -4.709 -1.072 -6.704 0.0691
H -5.456 -0.020 -7.854 0.0787
H -8.686 -0.313 -5.079 0.1073
C -3.006 1.267 3.389 -0.0275
C -3.396 0.146 4.348 -0.5171
C -4.862 -0.167 4.003 -0.1366
C -5.371 -1.482 4.613 -0.1889
C -4.498 -2.670 4.280 -0.1286
C -2.972 -2.410 4.431 -0.4962
N -2.590 -1.043 4.039 -0.0892
O -1.193 -0.819 4.194 -0.0171
C -2.582 -2.681 5.886 -0.0331
C -2.289 -3.430 3.529 -0.0344
C -3.281 0.639 5.807 -0.0119
H -2.860 0.853 2.387 0.0713
H -2.032 1.678 3.665 0.0524
H -3.841 1.965 3.374 0.0938
H -5.481 0.571 4.529 0.1166
H -5.109 0.027 2.959 0.1177
H -6.405 -1.590 4.269 0.1128
H -5.549 -1.358 5.687 0.1072
H -4.772 -3.018 3.282 0.1184
H -4.886 -3.408 4.989 0.1213
H -2.658 -3.749 6.117 0.0848
H -1.554 -2.369 6.065 0.0842
H -3.295 -2.259 6.597 0.0722
H -2.641 -4.447 3.694 0.0954
H -2.558 -3.171 2.505 0.0614
H -1.205 -3.409 3.659 0.0825
H -3.688 -0.094 6.493 0.0670
H -3.813 1.594 5.827 0.0843
H -2.250 0.937 6.002 0.0820
H -0.991 -0.497 3.303 0.0621
C 2.769 3.560 -1.728 -0.0276
C 3.008 3.921 -3.197 -0.4918
C 2.113 5.146 -3.539 -0.1416
C 2.711 6.491 -3.179 -0.1926
C 4.113 6.652 -3.739 -0.1507
C 5.069 5.505 -3.445 -0.5115
N 4.418 4.201 -3.528 -0.1146
O 5.309 3.140 -3.354 -0.0045
C 6.190 5.632 -4.504 -0.0401
C 5.700 5.718 -2.053 -0.0299
C 2.476 2.762 -4.050 -0.0371
H 1.714 3.335 -1.557 0.0681
H 3.071 4.312 -1.000 0.0592
H 3.328 2.636 -1.553 0.0843
H 1.937 5.222 -4.618 0.1189
H 1.118 5.084 -3.092 0.1213
H 2.691 6.733 -2.113 0.1084
H 2.016 7.178 -3.673 0.1124
H 4.477 7.543 -3.218 0.1214
H 4.043 6.934 -4.792 0.1198
H 6.984 4.954 -4.194 0.0798
H 5.812 5.342 -5.491 0.0850
H 6.476 6.663 -4.707 0.0841
H 5.026 6.041 -1.262 0.0733
H 6.178 4.781 -1.743 0.0794
H 6.603 6.332 -2.121 0.0817
H 2.948 1.793 -3.889 0.0809
H 2.460 3.002 -5.113 0.0840
H 1.433 2.672 -3.732 0.0770
H 5.470 2.820 -4.250 0.1092
C 0.321 -5.366 -4.394 -0.0122
C 1.409 -5.623 -3.309 -0.4879
C 0.743 -6.238 -2.057 -0.1418
C 0.350 -7.702 -2.155 -0.1657
C 1.578 -8.464 -2.650 -0.1580
C 2.277 -7.976 -3.907 -0.5177
N 2.446 -6.519 -3.789 -0.1296
O 3.408 -6.014 -4.664 -0.0160
C 3.669 -8.622 -3.869 -0.0470
C 1.559 -8.427 -5.185 -0.0260
C 2.050 -4.285 -2.915 -0.0357
H -0.614 -5.865 -4.113 0.0716
H 0.594 -5.718 -5.386 0.0760
H -0.021 -4.329 -4.449 0.0739
H 1.391 -6.090 -1.190 0.1207
H -0.141 -5.610 -1.899 0.1115
H -0.416 -7.805 -2.929 0.1029
H 0.063 -8.136 -1.201 0.1136
H 1.258 -9.499 -2.830 0.1236
H 2.299 -8.541 -1.831 0.1185
H 3.588 -9.708 -3.821 0.0867
H 4.267 -8.369 -4.745 0.0799
H 4.215 -8.234 -3.005 0.0869
H 1.796 -9.475 -5.380 0.0802
H 0.479 -8.324 -5.077 0.0763
H 1.921 -7.884 -6.059 0.0842
H 2.772 -4.340 -2.098 0.0866
H 1.330 -3.519 -2.629 0.0519
H 2.564 -3.902 -3.799 0.0836
H 4.216 -5.872 -4.154 0.1081
C -0.274 6.691 4.180 -0.0433
C 0.526 5.393 4.342 -0.5163
C -0.315 4.255 3.753 -0.1196
C 0.489 2.937 3.666 -0.1712
C 1.671 3.211 2.760 -0.1615
C 2.568 4.371 3.170 -0.4843
N 1.761 5.570 3.557 -0.1095
O 2.561 6.627 4.044 -0.0152
C 3.602 3.960 4.237 -0.0150
C 3.304 4.825 1.890 -0.0494
C 0.788 5.141 5.837 -0.0195
H -1.313 6.589 4.499 0.0832
H -0.274 6.936 3.115 0.0852
H 0.121 7.563 4.704 0.0781
H -1.270 4.074 4.243 0.1158
H -0.481 4.466 2.691 0.1254
H -0.121 2.088 3.359 0.0786
H 0.961 2.662 4.616 0.1004
H 1.387 3.286 1.705 0.1072
H 2.299 2.311 2.757 0.1061
H 4.472 3.440 3.837 0.0846
H 3.881 4.867 4.770 0.0822
H 3.113 3.239 4.897 0.0628
H 3.882 3.972 1.522 0.0860
H 2.775 5.352 1.100 0.0759
H 4.106 5.503 2.207 0.0804
H -0.134 5.091 6.419 0.0875
H 1.347 5.988 6.240 0.0825
H 1.357 4.224 5.982 0.0636
H 2.531 7.224 3.288 0.1085
C 1.772 -1.473 -0.502 -0.0319
C 0.846 -0.726 0.467 -0.4962
C 0.752 0.708 -0.131 -0.1238
C -0.297 0.894 -1.235 -0.1639
C -1.677 0.248 -1.002 -0.1195
C -1.480 -1.169 -0.458 -0.4782
N -0.477 -1.321 0.593 -0.0874
O -0.478 -2.636 1.087 -0.0063
C -2.881 -1.541 0.120 -0.0247
C -1.298 -2.162 -1.634 -0.0227
C 1.511 -0.641 1.838 -0.0287
H 1.510 -1.315 -1.549 0.0648
H 1.679 -2.550 -0.341 0.0806
H 2.799 -1.132 -0.367 0.0912
H 0.555 1.424 0.674 0.1014
H 1.689 0.987 -0.611 0.1025
H 0.144 0.366 -2.087 0.1026
H -0.363 1.963 -1.440 0.1037
H -2.218 0.306 -1.946 0.1005
H -2.265 0.869 -0.320 0.1168
H -3.617 -1.298 -0.646 0.0627
H -3.044 -2.545 0.502 0.0734
H -2.968 -0.833 0.952 0.0641
H -1.235 -3.212 -1.335 0.0787
H -2.184 -2.159 -2.273 0.0762
H -0.391 -1.958 -2.204 0.0582
H 2.435 -0.064 1.793 0.0823
H 1.724 -1.657 2.179 0.0923
H 0.890 -0.172 2.606 0.0666
H -0.457 -2.492 2.041 0.0627
C 3.797 0.008 4.609 -0.0742
C 4.645 0.059 5.883 -0.4194
C 4.108 -0.772 7.040 -0.2134
O 3.978 -2.147 6.728 -0.2000
C 4.025 -2.987 7.844 -0.1200
N 5.989 -0.446 5.583 0.0395
H 2.836 0.526 4.716 0.0676
H 3.633 -1.043 4.369 0.0807
H 4.255 0.564 3.788 0.0691
H 4.680 1.094 6.240 0.1289
H 3.160 -0.427 7.472 0.1296
H 4.793 -0.678 7.894 0.1201
H 3.191 -2.778 8.524 0.0903
H 4.944 -2.810 8.424 0.0887
H 4.060 -4.031 7.543 0.0883
H 5.942 -1.449 5.759 0.0678
H 6.157 -0.403 4.584 0.0622
```

How do the records compare in F_max? In the order shown, they have 15.7, 3.1 eV/Å.
How do the records compare in LUMO level? In the order shown, they have -14.54, 0.42 eV.